This record from OMol25 describes 5 unconnected molecules or ions with the total composition C37H40F10IN2S2. The level of theory is the ωB97M-V functional and the def2-TZVPD basis.

As for the LUMO energy: -5.1 eV. The value obtained for the HOMO energy is -0.406 Eh. The value obtained for the molar mass is 893.76 Da. The calculation puts the energy above the lowest of the compared OMol25 structures with the same formula, charge and spin at 0.000 eV. The value obtained for the total energy is -98934.91008 eV. As for the total charge: +1.

Geometry (Å):
C (3.899, -5.813, 4.176)
H (-4.337, -1.569, -2.801)
H (-4.695, -4.174, 1.618)
H (-0.835, -5.753, 2.583)
H (-2.432, -1.062, -4.307)
H (-1.990, 2.571, -0.747)
F (1.794, -1.111, -0.323)
C (-2.151, 5.798, 1.099)
H (3.425, 3.779, 1.695)
S (-1.969, -0.066, -1.337)
H (3.907, 2.442, -0.012)
H (-5.525, -4.848, 3.844)
H (-1.894, 0.629, -2.486)
C (2.838, -6.289, 3.417)
F (1.405, 3.687, -5.264)
H (-0.531, -2.397, 1.529)
F (3.485, 1.036, -2.909)
H (2.585, 2.142, -1.080)
C (-3.592, -1.281, -6.095)
C (3.856, 2.264, -3.262)
H (-4.013, -5.975, 5.438)
H (0.579, 4.603, 2.067)
H (1.628, -3.377, 0.530)
F (1.458, 1.908, -3.942)
C (-4.031, -4.665, 2.317)
C (-2.020, 8.019, 0.186)
H (0.482, -1.261, 2.465)
F (1.990, 3.930, -3.144)
C (2.563, 4.253, 1.232)
C (-3.648, -5.680, 4.463)
H (-1.647, 8.704, -0.564)
H (-1.868, 4.752, 1.049)
H (3.718, -5.393, 5.157)
C (1.252, 3.764, 1.908)
C (-1.863, -5.553, 2.860)
H (4.543, -7.298, 0.672)
H (-2.345, -4.620, 0.988)
H (-1.671, -6.439, 4.804)
C (-2.712, -4.917, 1.964)
H (2.242, -7.199, 1.567)
C (5.192, -5.878, 3.676)
C (-3.411, -1.283, -4.719)
H (1.562, 4.097, -0.687)
C (3.327, 2.895, -0.809)
C (0.927, 1.337, 1.143)
C (-5.723, -1.865, -4.408)
F (3.516, 4.158, -4.807)
H (2.653, 5.308, 1.483)
C (-3.332, 7.603, 2.159)
H (1.830, -6.244, 3.810)
I (2.576, 0.754, 2.257)
C (-2.985, 6.261, 2.109)
H (2.446, -2.457, 1.804)
C (0.534, -1.062, 0.265)
C (-2.331, -5.938, 4.108)
F (2.967, 2.127, -5.567)
H (-6.875, -2.098, -6.200)
F (5.479, 2.614, -1.666)
C (3.069, -6.825, 2.157)
H (-3.125, 9.527, 1.235)
H (6.021, -5.515, 4.269)
H (-0.127, -1.547, -0.444)
H (-4.984, -1.569, -7.699)
H (1.491, 3.353, 2.887)
C (-5.904, -1.866, -5.784)
H (6.432, -6.461, 2.025)
H (3.002, 5.066, -0.698)
C (0.422, -1.872, 1.574)
H (-6.552, -2.094, -3.752)
H (-3.365, 5.576, 2.857)
C (-4.840, -1.571, -6.626)
H (1.309, -3.792, 2.179)
C (-2.851, 8.481, 1.197)
C (0.202, 0.416, 0.375)
C (-0.901, 0.924, -0.350)
C (-4.476, -1.570, -3.876)
S (2.511, 3.039, -4.356)
H (-2.762, -1.056, -6.752)
F (4.450, 4.385, -2.329)
C (5.423, -6.412, 2.415)
C (0.523, 2.710, 1.136)
C (2.580, 4.148, -0.305)
N (-1.180, 2.221, -0.243)
F (4.935, 2.138, -4.030)
C (-1.667, 6.677, 0.140)
C (-4.498, -5.045, 3.568)
H (-1.012, 6.317, -0.646)
C (4.249, 3.099, -2.008)
N (-0.515, 3.124, 0.447)
H (-3.978, 7.966, 2.947)
C (1.522, -2.953, 1.524)
C (4.362, -6.883, 1.655)

Listed below, in e, are the Mulliken charges computed for each atom: atom 1 (C): -0.509, atom 2 (H): 0.246, atom 3 (H): 0.377, atom 4 (H): 0.462, atom 5 (H): 0.287, atom 6 (H): 0.318, atom 7 (F): -0.369, atom 8 (C): 0.169, atom 9 (H): 0.433, atom 10 (S): -0.297, atom 11 (H): 0.540, atom 12 (H): 0.366, atom 13 (H): 0.212, atom 14 (C): -0.237, atom 15 (F): -0.284, atom 16 (H): 0.266, atom 17 (F): -0.229, atom 18 (H): 0.136, atom 19 (C): -0.550, atom 20 (C): 0.420, atom 21 (H): 0.372, atom 22 (H): 0.309, atom 23 (H): 0.336, atom 24 (F): -0.332, atom 25 (C): -0.387, atom 26 (C): -0.513, atom 27 (H): 0.444, atom 28 (F): -0.297, atom 29 (C): -0.953, atom 30 (C): -0.365, atom 31 (H): 0.380, atom 32 (H): 0.289, atom 33 (H): 0.383, atom 34 (C): -1.262, atom 35 (C): -0.233, atom 36 (H): 0.385, atom 37 (H): 0.439, atom 38 (H): 0.368, atom 39 (C): -0.490, atom 40 (H): 0.387, atom 41 (C): -0.378, atom 42 (C): -0.022, atom 43 (H): 0.228, atom 44 (C): -0.690, atom 45 (C): -0.985, atom 46 (C): -0.511, atom 47 (F): -0.286, atom 48 (H): 0.360, atom 49 (C): -0.381, atom 50 (H): 0.462, atom 51 (I): 0.264, atom 52 (C): -0.611, atom 53 (H): 0.277, atom 54 (C): -0.836, atom 55 (C): -0.457, atom 56 (F): -0.310, atom 57 (H): 0.367, atom 58 (F): -0.358, atom 59 (C): -0.426, atom 60 (H): 0.374, atom 61 (H): 0.382, atom 62 (H): 0.694, atom 63 (H): 0.370, atom 64 (H): 0.496, atom 65 (C): -0.382, atom 66 (H): 0.373, atom 67 (H): 0.833, atom 68 (C): -0.362, atom 69 (H): 0.363, atom 70 (H): 0.376, atom 71 (C): -0.359, atom 72 (H): 0.310, atom 73 (C): -0.432, atom 74 (C): 1.115, atom 75 (C): 0.104, atom 76 (C): -0.174, atom 77 (S): 1.344, atom 78 (H): 0.371, atom 79 (F): -0.276, atom 80 (C): -0.427, atom 81 (C): 1.280, atom 82 (C): -0.618, atom 83 (N): 0.345, atom 84 (F): -0.273, atom 85 (C): -0.371, atom 86 (C): -0.448, atom 87 (H): 0.397, atom 88 (C): 0.769, atom 89 (N): -0.736, atom 90 (H): 0.379, atom 91 (C): -1.152, atom 92 (C): -0.391

This record from OMol25 describes C37H40N4O6 in the gas phase. The level of theory is the ωB97M-V functional and the def2-TZVPD basis.

As for the LUMO energy: 0.6 eV. The value obtained for the HOMO energy is -0.291 Eh. The value obtained for the molar mass is 636.75 Da. The structure (SMILES) is CCC1=C(OC(=O)N(CC)CC)N2C(=O)O/C(=N\CC3CC3)[C@]2(Cc2ccccc2)[C@H]2C1=CC[C@H]1C(=O)N(c3ccccc3)C(=O)[C@H]12. The calculation puts the energy above the lowest of the compared OMol25 structures with the same formula, charge and spin at 0.124 eV. The value obtained for the total energy is -57265.71852 eV. As for the total charge: 0.

Geometry (Å):
C (-0.334, 1.793, 0.811)
H (-0.007, -6.639, 2.476)
H (-1.976, 5.978, -1.035)
H (-4.334, -1.094, 1.083)
C (-2.540, 2.477, -2.514)
C (-2.251, -0.446, 0.868)
C (0.134, -1.625, -1.593)
C (-0.411, -3.092, 3.927)
O (-3.562, -3.724, 1.509)
H (-2.367, 0.464, -1.036)
H (-0.138, 3.387, 2.760)
C (-3.333, 4.697, -2.078)
H (-1.765, 2.825, 3.209)
H (-0.226, 4.259, -0.834)
H (6.441, 0.574, 0.534)
C (-1.176, 3.298, 2.418)
C (1.640, 0.739, 0.737)
H (-1.047, -2.132, -4.027)
C (-2.269, -2.185, -1.400)
H (-3.631, 5.478, 1.233)
N (-1.297, 2.447, 1.259)
H (6.462, 0.118, -1.910)
H (0.704, 2.173, -1.730)
N (-1.714, -2.445, 1.978)
C (-3.242, 4.814, 1.989)
O (2.881, 0.923, -1.894)
C (-2.522, 5.400, 3.164)
C (5.578, 0.574, -1.457)
C (0.454, -5.325, 4.102)
C (-3.598, -1.836, -0.814)
H (-4.053, -0.992, -1.342)
C (5.932, 1.259, -0.140)
H (-2.648, 4.930, 4.127)
C (-0.832, -4.694, 2.176)
H (-2.410, 6.472, 3.218)
C (-2.142, 4.990, -1.438)
C (-0.395, 0.885, -0.391)
H (5.849, -2.491, -2.540)
H (5.432, -3.737, -1.358)
H (-0.335, 0.998, -2.536)
H (-2.159, -3.140, -1.885)
O (2.756, 0.442, 1.049)
O (2.451, -1.205, -1.233)
C (-1.241, -1.344, -1.214)
H (1.512, -2.924, -2.547)
H (-4.103, 5.450, -2.167)
H (5.160, 1.306, -2.151)
H (0.557, -1.451, -4.305)
O (0.943, 1.759, 1.312)
C (5.113, -2.797, -1.800)
H (-0.072, -3.645, -2.268)
N (4.575, -0.456, -1.271)
H (-3.851, 3.938, 2.148)
H (0.244, -3.147, -4.680)
H (-4.447, 3.211, -3.142)
H (0.757, -3.795, 5.568)
C (3.294, -0.134, -1.476)
C (0.440, -2.729, -2.568)
N (0.847, 0.166, -0.214)
C (0.310, -4.049, 4.619)
H (6.580, 2.111, -0.326)
H (4.229, -2.043, 0.023)
C (-1.160, 4.023, -1.322)
C (-0.979, -3.420, 2.705)
C (-0.119, -5.646, 2.882)
C (-1.590, -0.068, -0.478)
H (-4.284, -2.682, -0.863)
H (-1.144, 5.245, 1.439)
H (-2.573, 0.480, 1.351)
H (4.161, -2.950, -2.300)
C (-1.351, 2.752, -1.848)
C (-3.528, 3.440, -2.623)
C (0.020, -2.340, -3.986)
H (5.022, 1.600, 0.345)
C (-1.258, -1.159, 1.764)
H (-0.525, -2.097, 4.326)
O (-0.237, -0.706, 2.211)
C (-2.953, -2.693, 1.413)
C (-1.757, 4.658, 2.110)
C (4.972, -1.732, -0.714)
H (-2.687, 1.510, -2.977)
C (-3.389, -1.445, 0.664)
C (-0.285, 1.709, -1.710)
C (1.134, -0.906, -1.043)
H (5.926, -1.591, -0.204)
H (1.014, -6.069, 4.648)
H (-1.279, -4.936, 1.225)

Listed below, in e, are the natural (NBO) charges computed for each atom: atom 1 (C): 0.654, atom 2 (H): 0.214, atom 3 (H): 0.211, atom 4 (H): 0.246, atom 5 (C): -0.255, atom 6 (C): -0.329, atom 7 (C): -0.075, atom 8 (C): -0.220, atom 9 (O): -0.564, atom 10 (H): 0.252, atom 11 (H): 0.198, atom 12 (C): -0.221, atom 13 (H): 0.200, atom 14 (H): 0.208, atom 15 (H): 0.200, atom 16 (C): -0.246, atom 17 (C): 0.937, atom 18 (H): 0.205, atom 19 (C): -0.199, atom 20 (H): 0.216, atom 21 (N): -0.492, atom 22 (H): 0.190, atom 23 (H): 0.249, atom 24 (N): -0.513, atom 25 (C): -0.412, atom 26 (O): -0.665, atom 27 (C): -0.416, atom 28 (C): -0.207, atom 29 (C): -0.210, atom 30 (C): -0.436, atom 31 (H): 0.218, atom 32 (C): -0.621, atom 33 (H): 0.209, atom 34 (C): -0.225, atom 35 (H): 0.214, atom 36 (C): -0.205, atom 37 (C): 0.095, atom 38 (H): 0.204, atom 39 (H): 0.211, atom 40 (H): 0.229, atom 41 (H): 0.215, atom 42 (O): -0.596, atom 43 (O): -0.519, atom 44 (C): -0.025, atom 45 (H): 0.225, atom 46 (H): 0.212, atom 47 (H): 0.233, atom 48 (H): 0.209, atom 49 (O): -0.502, atom 50 (C): -0.611, atom 51 (H): 0.205, atom 52 (N): -0.444, atom 53 (H): 0.213, atom 54 (H): 0.209, atom 55 (H): 0.211, atom 56 (H): 0.217, atom 57 (C): 0.919, atom 58 (C): -0.425, atom 59 (N): -0.500, atom 60 (C): -0.203, atom 61 (H): 0.211, atom 62 (H): 0.226, atom 63 (C): -0.214, atom 64 (C): 0.207, atom 65 (C): -0.194, atom 66 (C): -0.243, atom 67 (H): 0.242, atom 68 (H): 0.211, atom 69 (H): 0.278, atom 70 (H): 0.211, atom 71 (C): 0.070, atom 72 (C): -0.197, atom 73 (C): -0.601, atom 74 (H): 0.234, atom 75 (C): 0.726, atom 76 (H): 0.231, atom 77 (O): -0.585, atom 78 (C): 0.719, atom 79 (C): -0.226, atom 80 (C): -0.209, atom 81 (H): 0.207, atom 82 (C): -0.298, atom 83 (C): -0.448, atom 84 (C): 0.511, atom 85 (H): 0.200, atom 86 (H): 0.214, atom 87 (H): 0.228